Entry 1:
Here is a molecular structure, C47H44I2OP2STl from OMol25. Energies are from ωB97M-V/def2-TZVPD.

The geometry in ORCA input format:
```
! RIJCOSX wB97M-V def2-TZVPD def2/J DEFGRID3
* xyz 1 1
Tl 0.27823 1.08489 1.29956
C -3.13453 3.33865 -2.29331
C -2.85622 4.40904 0.24812
C -2.94280 3.38980 1.40836
C -1.39434 4.82199 0.06804
C -0.73611 5.34944 1.18798
C 0.62798 5.60313 1.18815
C 1.40719 5.34711 0.06061
C 2.89151 5.56086 0.05368
C 0.74124 4.94573 -1.09123
C -0.63018 4.71992 -1.09382
H -4.00614 3.05005 -2.88219
H -2.14146 1.71798 -3.21809
H -2.61509 4.08872 -2.89416
H -3.36027 5.30286 0.63067
H -2.56640 2.41039 1.11717
H -3.97128 3.26398 1.73742
H -2.37659 3.74426 2.26791
H -1.30285 5.59207 2.07915
H 1.08977 6.01867 2.07686
H 3.14496 6.46795 -0.49870
H 3.39062 4.72369 -0.43542
H 3.26982 5.66245 1.06809
H 1.29716 4.82131 -2.01278
H -1.09500 4.51449 -2.04165
O 2.95879 0.85288 -1.49433
S 1.78496 -0.00281 -1.22353
C 0.74742 0.00686 -2.70688
C 1.34489 0.29360 -3.92386
C 0.63405 0.08688 -5.09428
C -0.66048 -0.41717 -5.03053
C -1.27820 -0.61437 -3.80623
C -0.59218 -0.37191 -2.61806
P -1.46670 -0.32979 -0.98593
C -2.75283 0.94659 -1.34632
C -2.25048 2.08933 -2.19447
C -3.71610 4.01422 -1.01998
C -4.93512 3.18993 -0.66317
C -5.00553 1.85985 -0.60204
C -3.93012 0.87530 -0.71140
C -2.39980 -1.90265 -0.98752
C -1.85566 -2.94007 -0.23103
C -2.48597 -4.17326 -0.16916
C -3.66775 -4.37961 -0.86401
C -4.21421 -3.35397 -1.62354
C -3.58956 -2.11793 -1.68137
C 2.30039 -1.74051 -1.47396
C 2.79291 -2.15397 -2.70211
C 3.18190 -3.47019 -2.88366
C 3.07797 -4.37266 -1.83982
C 2.60598 -3.96251 -0.60404
C 2.23125 -2.63709 -0.39055
P 1.62434 -2.05985 1.24392
C 1.72078 -3.60363 2.23538
C 2.91728 -4.08264 2.76888
C 2.93747 -5.27371 3.47701
C 1.76874 -6.00266 3.65317
C 0.57499 -5.52977 3.13056
C 0.54897 -4.33170 2.43149
C 3.13551 -1.22950 1.89665
C 3.02867 -0.77032 3.21317
C 4.10397 -0.18065 3.85467
C 5.30327 -0.02434 3.17136
C 5.41460 -0.46509 1.86295
C 4.34159 -1.07239 1.22308
H 2.35765 0.67934 -3.92848
H 1.09310 0.29769 -6.05050
H -1.20070 -0.62235 -5.94533
H -2.31036 -0.93604 -3.77540
H -1.23863 2.33162 -1.86006
H -4.09332 4.97847 -1.36947
H -5.85039 3.74824 -0.49482
H -5.96526 1.42693 -0.33934
H -4.13620 -0.04078 -0.16165
H -0.92855 -2.76946 0.30751
H -2.06027 -4.97138 0.42507
H -4.16747 -5.33781 -0.81461
H -5.13501 -3.51617 -2.16834
H -4.04014 -1.31757 -2.25302
H 2.86907 -1.45511 -3.52221
H 3.55867 -3.78966 -3.84581
H 3.38343 -5.40084 -1.98179
H 2.55400 -4.67258 0.20960
H 3.83581 -3.52865 2.62603
H 3.87075 -5.63786 3.88622
H 1.79145 -6.93567 4.20023
H -0.33681 -6.09673 3.26675
H -0.38755 -3.95936 2.03110
H 2.10795 -0.95129 3.76118
H 4.00963 0.14003 4.88440
H 6.15074 0.43812 3.66008
H 6.35043 -0.34936 1.33162
H 4.45929 -1.43251 0.21000
I -0.21673 1.59606 5.06809
C -1.18414 -0.30730 5.05911
I -1.93225 -0.90432 3.14073
H -2.02765 -0.24997 5.73447
H -0.46974 -1.05189 5.38772
*
```

Summary:
HOMO-LUMO gap in eV: 7.64
Total energy in eV: -101802.0762
ΔE to the lowest compared entry with this formula, charge and spin in eV: 2.230
HOMO energy in eV: -10.5


Entry 2:
Here is a molecular structure, C47H44N6O7P2Ti from OMol25. Energies are from ωB97M-V/def2-TZVPD.

The geometry in ORCA input format:
```
! RIJCOSX wB97M-V def2-TZVPD def2/J DEFGRID3
* xyz 1 2
Ti 0.46622 0.85504 -1.17560
O 1.85984 3.92405 0.94118
C 1.16267 3.34175 0.15389
N 1.60830 2.52753 -0.89122
C 2.13652 3.24843 -1.93383
O 2.24363 4.45430 -1.98125
C 2.58861 2.34384 -3.03268
C 3.34813 2.81770 -4.08626
C 3.82301 1.90177 -5.00969
C 3.52606 0.56144 -4.82508
C 2.73721 0.18706 -3.74803
N 2.25414 1.06367 -2.86798
C -0.32492 3.47009 0.13672
C -0.97418 4.55897 0.68902
C -2.31959 4.73036 0.40181
C -2.94815 3.82492 -0.43872
C -2.23223 2.74423 -0.92777
N -0.95154 2.54916 -0.62003
H 3.55560 3.87646 -4.14735
H 4.42522 2.22251 -5.84887
H 3.89342 -0.19333 -5.50583
H 2.50039 -0.85375 -3.58895
H -0.41296 5.26402 1.28533
H -2.85875 5.57869 0.80125
H -3.98237 3.94440 -0.72941
H -2.68922 2.02237 -1.58306
C -3.02205 0.77551 2.02004
N -1.86290 0.07121 1.43972
P -1.90933 -0.62232 -0.12519
C -2.03153 -2.42319 0.16279
C -1.76603 -3.29019 -0.89178
C -1.89186 -4.66113 -0.72135
C -2.28813 -5.17348 0.50521
C -2.56587 -4.31237 1.55928
C -2.43761 -2.94385 1.38975
C -3.58342 -0.44234 -0.83266
C -4.72081 -0.85038 -0.12597
C -5.95717 -0.87802 -0.74156
C -6.07504 -0.53655 -2.08552
C -4.95251 -0.16757 -2.80405
C -3.71079 -0.11877 -2.17992
P -0.22384 0.46207 1.88160
C -0.45222 1.56173 3.31533
C 0.17822 2.79820 3.37715
C 0.06427 3.58671 4.51809
C -0.68065 3.14578 5.59671
C -1.30199 1.90152 5.55025
C -1.17988 1.11212 4.42387
C 0.53497 -0.95854 2.76366
C 1.27764 -0.73021 3.92628
C 2.01851 -1.74922 4.50421
C 2.01673 -3.01963 3.94978
C 1.28542 -3.26000 2.79678
C 0.57129 -2.23252 2.19768
H -3.77574 0.93223 1.25367
H -2.73057 1.75566 2.38971
H -3.47382 0.21571 2.84116
H -1.48068 -2.89623 -1.86185
H -1.69042 -5.32748 -1.55065
H -2.38667 -6.24266 0.63867
H -2.87733 -4.70914 2.51674
H -2.62262 -2.27369 2.22132
H -4.63840 -1.16116 0.90794
H -6.83047 -1.18599 -0.18204
H -7.04200 -0.57642 -2.56912
H -5.02702 0.07823 -3.85505
H -2.84822 0.16661 -2.76557
H 0.77917 3.15840 2.55561
H 0.56694 4.54426 4.55595
H -0.77167 3.76167 6.48179
H -1.86826 1.54548 6.40069
H -1.63289 0.12815 4.40988
H 1.29226 0.24840 4.38409
H 2.59310 -1.54833 5.39912
H 2.58590 -3.81523 4.41218
H 1.27495 -4.24672 2.35074
H 0.04818 -2.43605 1.27521
C 2.37203 -2.81916 -0.75676
C 1.42342 -2.42549 -1.82528
N 0.80575 -1.26289 -1.97125
C 0.10864 -1.33893 -3.15680
C 0.29039 -2.56687 -3.72570
N 1.12407 -3.22924 -2.86536
C -0.18971 -3.27144 -4.94926
O -0.94968 -2.58706 -5.76659
O 0.14042 -4.41923 -5.11723
C -0.63461 -0.16137 -3.65825
O -1.25132 -0.21172 -4.71712
O -0.57935 0.86480 -2.88320
H 1.99113 -2.53370 0.21987
H 3.31812 -2.29813 -0.90289
H 2.53982 -3.89492 -0.77108
H 1.42886 -4.17922 -3.02664
H -1.08687 -1.64824 -5.45710
C 4.73202 1.66758 1.01102
C 3.85873 0.89473 2.00804
C 3.57828 -0.39020 1.24990
O 3.36039 0.05068 -0.09175
C 4.40814 1.00279 -0.34052
H 5.78895 1.55245 1.24864
H 4.50043 2.73094 1.00617
H 2.91418 1.41995 2.17691
H 4.33808 0.73621 2.97274
H 2.69544 -0.92180 1.58586
H 4.43945 -1.07133 1.28269
H 4.04500 1.70752 -1.07827
H 5.27758 0.47731 -0.74872
*
```

Summary:
HOMO-LUMO gap (spin up / spin down) in eV: 8.27 / 8.36
Total energy in eV: -114420.1488
ΔE to the lowest compared entry with this formula, charge and spin in eV: 1.246
⟨S²⟩: 0.7532
HOMO energy (spin up / spin down) in eV: -11.3 / -11.3


Entry 3:
Here is a molecular structure, C47H45N3P4S5Sn from OMol25. Energies are from ωB97M-V/def2-TZVPD.

The geometry in ORCA input format:
```
! RIJCOSX wB97M-V def2-TZVPD def2/J DEFGRID3
* xyz -2 1
Sn 0.05835 0.95593 1.55954
C -1.92652 3.05454 4.24314
P -1.60237 3.05942 2.43857
C -3.29730 3.20983 1.78542
C -0.84222 4.70468 2.16976
C -1.59010 5.79909 1.74378
C -0.98573 7.02442 1.51594
C 0.37855 7.17486 1.71865
C 1.13248 6.09268 2.13808
C 0.54050 4.85501 2.35627
P 1.47265 3.36623 2.85661
C 1.90402 3.77284 4.59999
C 3.12088 3.52173 2.08680
H -2.50840 3.92597 4.55089
H -0.98776 3.02272 4.79270
H -2.46380 2.13383 4.47657
H -3.88615 3.94462 2.33889
H -3.76677 2.22879 1.88620
H -3.25824 3.45346 0.72359
H -2.64988 5.68862 1.55614
H -1.57733 7.85855 1.15893
H 0.85649 8.12593 1.52074
H 2.20489 6.19900 2.25284
H 2.45908 4.71303 4.65451
H 2.51419 2.96151 4.99893
H 1.00782 3.85494 5.21199
H 3.66182 4.41512 2.40865
H 3.00621 3.51672 1.00379
H 3.68633 2.63602 2.38810
C 1.41401 -2.91281 -1.28791
N 0.10002 -2.92077 -1.92635
C -0.71150 -1.72074 -2.00079
P -1.49893 -1.23360 -0.37171
C -2.03934 -2.86563 0.26224
C -1.16652 -3.48901 1.14947
C -1.44241 -4.75005 1.65521
C -2.61588 -5.39331 1.29474
C -3.51640 -4.76270 0.44481
C -3.23049 -3.50709 -0.06652
C -3.07567 -0.47263 -0.88821
C -3.26926 0.11324 -2.13529
C -4.44093 0.80099 -2.41881
C -5.43327 0.90993 -1.45739
C -5.24442 0.34142 -0.20156
C -4.07156 -0.33753 0.08395
C -0.39890 -4.13667 -2.33397
C 0.39899 -5.29346 -2.27488
C -0.08150 -6.51765 -2.70840
C -1.36329 -6.65104 -3.21748
C -2.16178 -5.51634 -3.27396
C -1.70234 -4.28719 -2.84248
P 1.96693 -1.28137 -0.56452
C 3.40590 -1.90860 0.37899
C 4.68322 -1.37044 0.23133
C 5.71427 -1.75655 1.07593
C 5.48419 -2.67907 2.08642
C 4.20950 -3.19897 2.26075
C 3.18045 -2.80990 1.42090
C 2.70984 -0.45893 -2.01722
C 2.29346 0.84696 -2.25983
C 2.78318 1.55494 -3.35323
C 3.68518 0.94925 -4.20989
C 4.10929 -0.35773 -3.97600
C 3.62658 -1.05662 -2.88425
H 2.17685 -3.24995 -2.00141
H 1.42317 -3.62721 -0.45550
H -1.46935 -1.84128 -2.77166
H -0.09398 -0.87484 -2.31921
H -0.28415 -2.96048 1.49191
H -0.75842 -5.20110 2.36208
H -2.84308 -6.37370 1.69516
H -4.44290 -5.25506 0.17348
H -3.93656 -3.02420 -0.73269
H -2.48412 0.10985 -2.87976
H -4.53972 1.29237 -3.37864
H -6.34229 1.45830 -1.67467
H -6.00753 0.43978 0.56232
H -3.91699 -0.76496 1.07023
H 1.40431 -5.24425 -1.88516
H 0.56840 -7.38218 -2.64013
H -1.73508 -7.61105 -3.54961
H -3.17719 -5.58554 -3.64614
H -2.38329 -3.44944 -2.87250
H 4.87304 -0.63841 -0.54379
H 6.70017 -1.32461 0.94687
H 6.28728 -2.97131 2.75204
H 3.99825 -3.87540 3.07851
H 2.18037 -3.17668 1.62356
H 1.59384 1.32715 -1.58458
H 2.46201 2.57643 -3.51419
H 4.06594 1.49664 -5.06347
H 4.81926 -0.82708 -4.64674
H 3.97332 -2.06720 -2.69585
S -1.24418 2.26878 -0.90190
C -0.04920 3.24468 -1.68380
S 1.17000 4.05195 -0.80950
C -0.11755 3.30260 -3.09125
C -1.08739 2.57004 -3.82501
N -1.85512 1.97731 -4.45690
C 0.80966 4.03988 -3.87268
N 1.55402 4.59852 -4.56022
S -0.11153 -2.64200 4.70174
C -0.04458 -1.18375 3.88485
S -1.49202 -0.49655 3.16948
S 1.39400 -0.24651 3.73465
*
```

Summary:
HOMO-LUMO gap in eV: 6.04
Total energy in eV: -151106.4946
ΔE to the lowest compared entry with this formula, charge and spin in eV: 0.000
HOMO energy in eV: -1.9


Entry 4:
Here is a molecular structure, C47H47BiN10OSSb from OMol25. Energies are from ωB97M-V/def2-TZVPD.

The geometry in ORCA input format:
```
! RIJCOSX wB97M-V def2-TZVPD def2/J DEFGRID3
* xyz 3 1
Bi -0.59587 -0.30967 -0.32165
C 3.52113 0.02145 0.85757
C 3.11026 -1.41931 0.92925
C 4.07036 -2.38215 1.23456
C 3.71035 -3.71209 1.30991
C 2.38792 -4.04598 1.05669
C 1.49031 -3.03595 0.74505
N 1.82864 -1.74385 0.69369
Sb -0.53466 -3.78512 0.45246
C -1.65916 -2.66193 1.95444
C -1.62573 -3.22596 3.21977
C -2.60437 -2.87780 4.13998
C -3.60809 -2.02067 3.73592
C -3.56596 -1.46458 2.45855
C -4.71190 -0.59885 2.02021
N -2.58063 -1.75440 1.59381
C -1.45053 -3.06925 -1.42018
C -1.67395 -4.06298 -2.36017
C -2.57845 -3.83365 -3.38406
C -3.34378 -2.68135 -3.34086
C -3.11631 -1.73765 -2.34756
C -4.08743 -0.61457 -2.16426
N -2.10018 -1.89233 -1.47499
H 4.41505 0.18264 1.45710
H 3.77214 0.30046 -0.16874
H 2.71873 0.65175 1.23095
H 5.09171 -2.07445 1.41532
H 4.43729 -4.47268 1.56239
H 2.05786 -5.07601 1.10018
H -0.86103 -3.95141 3.46932
H -2.61465 -3.31418 5.13036
H -4.43967 -1.78743 4.38828
H -5.60699 -1.21678 1.92300
H -4.93463 0.16261 2.76778
H -4.52113 -0.12436 1.06359
H -1.14342 -5.00400 -2.28755
H -2.73673 -4.56859 -4.16237
H -4.14174 -2.51970 -4.05390
H -5.03856 -1.04318 -1.84161
H -3.75475 0.07723 -1.39917
H -4.27841 -0.08305 -3.09728
C -1.61303 1.01844 -4.73712
C -1.13634 0.37320 -3.59531
N -1.34564 0.82694 -2.36757
C -2.08851 1.94956 -2.21333
C -2.60998 2.66488 -3.30867
C -2.34441 2.17047 -4.59810
C -3.39766 3.83713 -3.08812
C -3.68373 4.25269 -1.83582
C -3.21899 3.51930 -0.70107
C -3.53247 3.88833 0.62044
C -3.06188 3.13429 1.66492
C -2.28894 2.00380 1.39321
N -1.97401 1.64002 0.15913
C -2.41794 2.37761 -0.88563
H -1.40286 0.59973 -5.71121
H -0.57999 -0.54860 -3.69300
H -2.73943 2.69031 -5.46216
H -3.76776 4.38130 -3.94748
H -4.27545 5.14288 -1.66499
H -4.14557 4.76315 0.79958
H -3.28690 3.39752 2.68907
H -1.88782 1.38170 2.18034
N 3.01324 0.14717 -3.20985
C 3.63509 -1.07565 -3.56882
C 4.92728 -1.07149 -4.06210
C 5.53855 -2.27078 -4.40875
C 4.86891 -3.46866 -4.23625
C 3.58079 -3.47434 -3.70968
C 2.97322 -2.27632 -3.39095
S 1.30659 -2.27693 -2.76088
N 1.14384 -0.72134 -2.09317
C 1.93607 0.25313 -2.40352
C 1.70203 1.58686 -1.79522
C 2.36727 2.72674 -2.23298
C 2.24574 3.90543 -1.51395
C 1.48378 3.91149 -0.35838
C 0.79949 2.75639 -0.02387
N 0.87850 1.63662 -0.74063
H 3.59118 0.95863 -3.34394
H 5.45977 -0.13349 -4.17472
H 6.54186 -2.25748 -4.81110
H 5.33997 -4.40329 -4.50676
H 3.05057 -4.40734 -3.56280
H 2.96557 2.72349 -3.13327
H 2.75616 4.79969 -1.84599
H 1.40974 4.79597 0.25829
H 0.17848 2.70895 0.85934
C 3.04447 0.35058 3.79740
N 2.09949 1.26225 3.15978
C 2.48960 2.66714 3.14462
C 0.72769 0.95694 3.34903
O 0.05785 0.53313 2.39016
N 0.19455 1.10828 4.56790
C -1.17912 0.70760 4.83827
C 0.84818 1.72736 5.71468
H 3.12690 0.46964 4.88302
H 4.02985 0.52304 3.36454
H 2.75085 -0.67808 3.58233
H 3.22025 2.83104 2.34713
H 2.94131 3.00052 4.08433
H 1.61911 3.29423 2.94562
H -1.80805 1.58669 5.00130
H -1.20503 0.10090 5.74404
H -1.56463 0.11971 4.01264
H 1.86233 2.03047 5.49156
H 0.86326 1.02904 6.55172
H 0.28366 2.61118 6.01701
*
```

Summary:
HOMO-LUMO gap in eV: 6.67
Total energy in eV: -89642.1059
HOMO energy in eV: -14.6